# 1
Density functional theory data (ωB97M-V/def2-TZVPD) for 2 unconnected molecules or ions with the total composition C6H12O.

The HOMO-LUMO gap is 10.79 eV. The SMILES is C=C1C[C@@H]1CC.O. The value obtained for the energy above the lowest of the compared OMol25 structures with the same formula, charge and spin is 2.1826 eV. The value obtained for the HOMO energy is -9.81 eV. The total energy is -310.97906 hartree. The calculation puts the LUMO energy at 1.0 eV.

Last column: natural (NBO) charge in e.
Geometry (Å):
C (1.3742, -0.3336, 0.9365)  -0.4077
C (0.8191, 0.2238, -0.1251)  -0.0134
C (0.7839, 1.3608, -1.0505)  -0.4467
C (-0.4532, 0.4910, -0.7982)  -0.2520
C (-1.5727, 0.9535, 0.1113)  -0.3913
C (-2.3629, -0.2362, 0.6554)  -0.6021
H (2.3629, -0.0429, 1.2842)  0.2004
H (0.8693, -1.1240, 1.4870)  0.2119
H (1.2454, 1.2735, -2.0332)  0.2286
H (0.8283, 2.3581, -0.6179)  0.2208
H (-0.7578, -0.1324, -1.6413)  0.2236
H (-1.1160, 1.5026, 0.9451)  0.2038
H (-2.2361, 1.6504, -0.4141)  0.2030
H (-2.8845, -0.7650, -0.1512)  0.2036
H (-3.1113, 0.0819, 1.3887)  0.2119
H (-1.6947, -0.9563, 1.1448)  0.2048
O (2.6337, -2.5042, -0.4104)  -0.9395
H (1.9339, -1.8727, -0.6202)  0.4778
H (3.3387, -1.9284, -0.0907)  0.4624

=====

# 2
Density functional theory data (ωB97M-V/def2-TZVPD) for a single C6H12O molecule.

The HOMO-LUMO gap is 10.53 eV. The SMILES is C[C@H]1CO[C@@H](C)C1. The value obtained for the energy above the lowest of the compared OMol25 structures with the same formula, charge and spin is 0.6678 eV. The value obtained for the HOMO energy is -9.48 eV. The total energy is -311.03473 hartree. The calculation puts the LUMO energy at 1.0 eV.

Last column: natural (NBO) charge in e.
Geometry (Å):
C (-0.6924, -1.5049, -0.7171)  -0.6082
C (0.6779, -0.8363, -0.6240)  -0.2519
C (0.7447, 0.4693, -1.4362)  -0.0684
O (0.6293, 1.5575, -0.5178)  -0.5304
C (0.3268, 1.0705, 0.7871)  0.0943
C (-1.1989, 1.1081, 1.1826)  -0.6495
C (0.9854, -0.3215, 0.7926)  -0.4232
H (-0.9050, -1.8525, -1.7332)  0.2095
H (-1.4822, -0.8032, -0.4384)  0.2086
H (-0.7551, -2.3651, -0.0433)  0.2074
H (1.4417, -1.5420, -0.9703)  0.2108
H (1.6903, 0.5720, -1.9849)  0.1795
H (-0.0679, 0.5313, -2.1703)  0.1717
H (0.7341, 1.7733, 1.4963)  0.1885
H (-1.4505, 1.9399, 1.8617)  0.2126
H (-1.5149, 0.1944, 1.6995)  0.2067
H (-1.8263, 1.2403, 0.3006)  0.2162
H (0.5884, -0.9644, 1.5806)  0.2100
H (2.0746, -0.2667, 0.9346)  0.2157

=====

# 3
Density functional theory data (ωB97M-V/def2-TZVPD) for a single C6H12O molecule.

The HOMO-LUMO gap is 10.74 eV. The SMILES is CCC[C@@H](C)C=O. The value obtained for the energy above the lowest of the compared OMol25 structures with the same formula, charge and spin is 0.6079 eV. The value obtained for the HOMO energy is -9.73 eV. The total energy is -311.03693 hartree. The calculation puts the LUMO energy at 1.0 eV.

Last column: natural (NBO) charge in e.
Geometry (Å):
C (-1.7684, 1.2729, -1.5137)  -0.6020
C (-0.3195, 1.1001, -1.0668)  -0.4028
C (-0.1952, 0.4714, 0.3360)  -0.3837
C (0.9598, -0.5442, 0.5149)  -0.3301
C (1.2784, -0.8310, 1.9900)  -0.6197
C (0.5752, -1.8004, -0.2359)  0.4516
O (0.3479, -2.8709, 0.2738)  -0.5263
H (-1.8340, 1.7873, -2.4774)  0.2109
H (-2.3344, 1.8593, -0.7842)  0.2038
H (-2.2597, 0.3000, -1.6166)  0.2033
H (0.2125, 0.4954, -1.8105)  0.1926
H (0.1770, 2.0760, -1.0606)  0.2028
H (-0.0682, 1.2605, 1.0819)  0.2139
H (-1.1318, -0.0404, 0.6004)  0.2032
H (1.8431, -0.1382, 0.0008)  0.2151
H (2.2808, -0.4902, 2.2535)  0.2138
H (0.5732, -0.3295, 2.6583)  0.2087
H (1.2088, -1.9014, 2.1892)  0.2388
H (0.4547, -1.6764, -1.3331)  0.1060

=====

# 4
Density functional theory data (ωB97M-V/def2-TZVPD) for a single C6H12O molecule.

The HOMO-LUMO gap is 10.05 eV. The SMILES is CCC/C=C/CO. The value obtained for the energy above the lowest of the compared OMol25 structures with the same formula, charge and spin is 2.2340 eV. The value obtained for the HOMO energy is -9.04 eV. The total energy is -310.97717 hartree. The calculation puts the LUMO energy at 1.0 eV.

Last column: natural (NBO) charge in e.
Geometry (Å):
C (2.3062, -0.2862, 0.2179)  -0.6148
C (1.4599, -0.8291, -0.9438)  -0.3871
C (0.5820, 0.3451, -1.5109)  -0.4506
C (-0.6519, 0.5993, -0.7033)  -0.1628
C (-1.0492, -0.1108, 0.3440)  -0.2605
C (-1.9884, 0.6456, 1.3359)  -0.0909
O (-2.7427, -0.2648, 2.1615)  -0.7360
H (2.8465, 0.6172, -0.0363)  0.2057
H (3.0084, -1.0251, 0.6146)  0.2078
H (1.5802, 0.0182, 0.9914)  0.2086
H (2.1188, -1.0803, -1.7837)  0.1991
H (0.7783, -1.6492, -0.7553)  0.2067
H (0.2991, -0.0964, -2.4805)  0.2140
H (1.0834, 1.2587, -1.8615)  0.2214
H (-1.3670, 1.3329, -1.0976)  0.2067
H (-0.8909, -1.0644, 0.8265)  0.2198
H (-2.6990, 1.3690, 0.8786)  0.1651
H (-1.5023, 1.1514, 2.1940)  0.1913
H (-3.1713, -0.9311, 1.6085)  0.4565

=====

# 5
Density functional theory data (ωB97M-V/def2-TZVPD) for a single C6H12O molecule.

The HOMO-LUMO gap is 10.72 eV. The SMILES is CC(C)[C@H]1O[C@H]1C. The value obtained for the energy above the lowest of the compared OMol25 structures with the same formula, charge and spin is 1.7966 eV. The value obtained for the HOMO energy is -9.60 eV. The total energy is -310.99325 hartree. The calculation puts the LUMO energy at 1.1 eV.

Last column: natural (NBO) charge in e.
Geometry (Å):
C (-1.8598, -1.0473, -0.5922)  -0.5982
C (-0.7690, -0.0257, -0.2967)  -0.2572
C (-1.3214, 1.1708, 0.4663)  -0.6025
C (0.3452, -0.6920, 0.4715)  0.0620
O (1.1793, -1.5882, -0.2367)  -0.4806
C (1.8459, -0.5554, 0.3633)  0.0764
C (2.2104, 0.7137, -0.2950)  -0.6467
H (-2.6592, -0.6031, -1.1944)  0.2082
H (-1.4518, -1.9070, -1.1308)  0.2206
H (-2.3124, -1.4133, 0.3366)  0.2012
H (-0.3642, 0.3174, -1.2542)  0.2044
H (-1.6844, 0.8791, 1.4570)  0.2038
H (-2.1627, 1.6339, -0.0552)  0.2119
H (-0.5631, 1.9429, 0.6111)  0.2089
H (0.0355, -1.0877, 1.4433)  0.1642
H (2.3831, -0.7798, 1.2787)  0.1748
H (1.6964, 0.9764, -1.2013)  0.2199
H (3.2489, 0.4724, -0.5104)  0.2089
H (2.2032, 1.5928, 0.3390)  0.2201

=====

# 6
Density functional theory data (ωB97M-V/def2-TZVPD) for a single C6H12O molecule.

The HOMO-LUMO gap is 10.04 eV. The SMILES is CCO[C@H]1C[C@H]1C. The value obtained for the energy above the lowest of the compared OMol25 structures with the same formula, charge and spin is 1.7650 eV. The value obtained for the HOMO energy is -8.86 eV. The total energy is -310.99441 hartree. The calculation puts the LUMO energy at 1.2 eV.

Last column: natural (NBO) charge in e.
Geometry (Å):
C (-2.4153, 1.0887, 0.7731)  -0.6166
C (-1.6660, 0.7341, -0.4996)  -0.0468
O (-0.4333, 0.2724, -0.0145)  -0.5543
C (0.7588, 0.3743, -0.7263)  0.0900
C (1.9295, 0.5281, 0.1923)  -0.4476
C (1.6811, -0.7911, -0.5066)  -0.2449
C (1.1348, -1.9835, 0.2458)  -0.6101
H (-1.9391, 1.9566, 1.2395)  0.2088
H (-2.3081, 0.2456, 1.4638)  0.2154
H (-3.4770, 1.2894, 0.6158)  0.2054
H (-1.5481, 1.6030, -1.1648)  0.1638
H (-2.1862, -0.0546, -1.0655)  0.1610
H (0.7190, 0.8926, -1.6852)  0.1885
H (1.6476, 0.5957, 1.2407)  0.2218
H (2.7811, 1.1349, -0.0983)  0.2147
H (2.3776, -1.0224, -1.3100)  0.2104
H (0.6831, -2.6990, -0.4513)  0.2064
H (1.9115, -2.5015, 0.8166)  0.2070
H (0.3491, -1.6634, 0.9345)  0.2271

=====

# 7
Density functional theory data (ωB97M-V/def2-TZVPD) for a single C6H12O molecule.

The HOMO-LUMO gap is 9.99 eV. The SMILES is CC[C@@]1(C)C[C@H]1O. The value obtained for the energy above the lowest of the compared OMol25 structures with the same formula, charge and spin is 1.3332 eV. The value obtained for the HOMO energy is -9.11 eV. The total energy is -311.01028 hartree. The calculation puts the LUMO energy at 0.9 eV.

Last column: natural (NBO) charge in e.
Geometry (Å):
C (2.0326, 0.1626, -0.6885)  -0.6051
C (1.1298, -0.1054, 0.5216)  -0.3985
C (-0.3247, -0.2673, 0.1300)  -0.0791
C (-0.6019, -1.2045, -1.0266)  -0.6006
C (-1.4619, -0.3099, 1.1273)  -0.4437
C (-1.2272, 0.9181, 0.3223)  0.0787
O (-0.7045, 1.9733, 1.0879)  -0.7155
H (1.6361, 0.9837, -1.2994)  0.2009
H (2.1143, -0.7199, -1.3315)  0.1996
H (3.0458, 0.4397, -0.3781)  0.2116
H (1.2216, 0.7335, 1.2186)  0.2293
H (1.4607, -1.0088, 1.0436)  0.1973
H (0.0575, -1.0612, -1.8869)  0.2100
H (-0.4690, -2.2225, -0.6422)  0.2094
H (-1.6376, -1.1138, -1.3753)  0.2059
H (-1.2726, -0.1877, 2.1880)  0.2283
H (-2.2848, -0.9737, 0.8738)  0.2131
H (-1.8095, 1.1554, -0.5470)  0.1783
H (-0.9050, 2.8083, 0.6625)  0.4801

=====

# 8
Density functional theory data (ωB97M-V/def2-TZVPD) for a single C6H12O molecule.

The HOMO-LUMO gap is 10.62 eV. The SMILES is CCO[C@H]1C[C@H]1C. The value obtained for the energy above the lowest of the compared OMol25 structures with the same formula, charge and spin is 1.5274 eV. The value obtained for the HOMO energy is -9.47 eV. The total energy is -311.00314 hartree. The calculation puts the LUMO energy at 1.1 eV.

Last column: natural (NBO) charge in e.
Geometry (Å):
C (2.5464, 0.1913, -1.4359)  -0.6235
C (1.6175, 0.2032, -0.2386)  -0.0550
O (0.4132, -0.4413, -0.6186)  -0.5346
C (-0.3322, -0.9598, 0.4348)  0.0918
C (-0.6739, -0.1025, 1.6201)  -0.4594
C (-1.7454, -0.4999, 0.6368)  -0.2346
C (-2.3857, 0.5482, -0.2420)  -0.6048
H (2.9568, -0.8095, -1.6030)  0.2083
H (3.3741, 0.8940, -1.2970)  0.2087
H (1.9848, 0.4833, -2.3285)  0.2170
H (1.4001, 1.2369, 0.0688)  0.1590
H (2.0801, -0.2988, 0.6234)  0.1685
H (-0.1389, -2.0188, 0.6149)  0.1795
H (-0.3520, 0.9353, 1.5817)  0.2162
H (-0.6537, -0.5373, 2.6150)  0.2182
H (-2.4259, -1.2804, 0.9709)  0.2094
H (-2.8788, 0.0916, -1.1073)  0.2119
H (-1.6447, 1.2593, -0.6194)  0.2146
H (-3.1418, 1.1052, 0.3242)  0.2086

=====

# 9
Density functional theory data (ωB97M-V/def2-TZVPD) for 2 unconnected molecules or ions with the total composition C6H12O.

The HOMO-LUMO gap is 8.98 eV. The SMILES is C=COC.C=CC. The value obtained for the energy above the lowest of the compared OMol25 structures with the same formula, charge and spin is 3.0612 eV. The value obtained for the HOMO energy is -7.94 eV. The total energy is -310.94678 hartree. The calculation puts the LUMO energy at 1.0 eV.

Last column: natural (NBO) charge in e.
Geometry (Å):
C (0.0595, -1.8499, 0.5958)  -0.5859
C (0.8168, -0.7714, 0.7899)  0.2051
O (0.4640, 0.4103, 1.3354)  -0.5122
C (-0.7275, 0.3789, 2.0990)  -0.2552
H (0.5642, -2.7767, 0.3776)  0.2166
H (-1.0257, -1.8474, 0.6094)  0.2037
H (1.8599, -0.7389, 0.4823)  0.1862
H (-0.6074, -0.3036, 2.9509)  0.1893
H (-1.5833, 0.0501, 1.5014)  0.1746
H (-0.8985, 1.3956, 2.4527)  0.1962
C (0.2893, -0.6587, -1.7625)  -0.3701
C (0.6772, 0.5815, -1.4861)  -0.2180
C (-0.2732, 1.7134, -1.2342)  -0.6439
H (-0.7625, -0.9393, -1.7817)  0.1879
H (0.9846, -1.4746, -1.9442)  0.1974
H (1.7441, 0.8036, -1.4326)  0.1924
H (-0.2630, 2.3838, -2.0989)  0.2143
H (-1.2959, 1.3380, -1.1080)  0.2026
H (-0.0226, 2.3053, -0.3464)  0.2189

=====

# 10
Density functional theory data (ωB97M-V/def2-TZVPD) for a single C6H12O molecule.

The HOMO-LUMO gap is 11.13 eV. The SMILES is CC1(O)CCCC1. The value obtained for the energy above the lowest of the compared OMol25 structures with the same formula, charge and spin is 0.0040 eV. The value obtained for the HOMO energy is -10.18 eV. The total energy is -311.05912 hartree. The calculation puts the LUMO energy at 0.9 eV.

Last column: natural (NBO) charge in e.
Geometry (Å):
C (0.0472, -1.4549, -1.5383)  -0.6254
C (-0.2298, -0.2879, -0.5991)  0.2482
O (-1.3648, 0.4507, -1.0566)  -0.7291
C (-0.4353, -0.6962, 0.8658)  -0.4250
C (-0.3328, 0.6293, 1.6281)  -0.4040
C (0.7354, 1.4431, 0.8571)  -0.4059
C (0.9136, 0.7293, -0.5038)  -0.4191
H (-0.8066, -2.1447, -1.5597)  0.2025
H (0.9277, -2.0229, -1.2175)  0.2111
H (0.2154, -1.0922, -2.5576)  0.2188
H (-2.1289, -0.1401, -1.0092)  0.4614
H (-1.3885, -1.2202, 1.0192)  0.2044
H (0.3659, -1.3847, 1.1660)  0.2029
H (-1.2964, 1.1464, 1.5886)  0.2094
H (-0.0757, 0.4869, 2.6824)  0.2074
H (1.6831, 1.4682, 1.4057)  0.2025
H (0.4173, 2.4816, 0.7273)  0.2120
H (1.8706, 0.1954, -0.5406)  0.2036
H (0.8827, 1.4130, -1.3577)  0.2243